[1]
Computed, not measured: a structure of composition C34H48MnN3O5S2Si, with ωB97M-V with the def2-TZVPD basis set.

Structure (XYZ):
```
94
Properties=species:S:1:pos:R:3:forces:R:3
Mn -0.1541 -0.4137 -0.3496 0.08 -0.04 -0.02
C 1.7555 2.6650 6.3635 0.00 0.00 0.00
C 1.9721 1.8564 5.1141 0.01 0.00 0.00
C 0.9296 1.1171 4.5546 0.00 0.01 -0.01
C 1.1166 0.3929 3.3910 -0.04 -0.03 0.03
C 2.3581 0.3999 2.7696 0.05 -0.02 0.01
C 3.4084 1.1205 3.3114 -0.03 0.03 -0.02
C 3.2091 1.8430 4.4804 0.00 0.01 0.00
S 2.5962 -0.5530 1.2872 -0.01 -0.02 0.02
O 3.9577 -0.3321 0.8791 -0.01 -0.01 0.00
O 2.1204 -1.8792 1.5499 -0.02 0.02 0.00
N 1.5950 0.1483 0.2287 0.01 0.06 0.00
C 1.9487 1.5196 -0.1330 0.02 -0.02 -0.05
C 0.7395 2.1862 -0.7560 -0.07 0.07 0.12
O 0.7231 3.3412 -1.1081 0.03 -0.02 -0.04
O -0.3163 1.3909 -0.8558 -0.01 -0.05 -0.03
H 0.9805 2.2246 6.9902 0.00 0.00 0.00
H 1.4429 3.6817 6.1153 0.00 0.00 0.00
H 2.6707 2.7368 6.9502 0.00 0.00 0.00
H -0.0357 1.1005 5.0474 0.00 0.00 0.00
H 0.3072 -0.1985 2.9778 0.02 -0.01 -0.01
H 4.3693 1.1074 2.8155 0.01 -0.01 0.00
H 4.0328 2.4026 4.9076 0.00 0.00 0.00
H 2.7771 1.5588 -0.8447 0.01 -0.01 0.01
H 2.2483 2.1143 0.7367 -0.02 0.01 0.00
C -6.0220 1.1113 -2.6302 0.00 0.00 0.00
C -5.1902 0.9200 -3.8946 0.00 0.00 0.00
C -3.8086 1.5713 -3.8663 0.02 0.01 -0.01
C -2.8660 1.0312 -2.7984 0.00 0.01 0.02
N -3.1479 1.6216 -1.4898 0.00 -0.01 -0.01
C -2.9639 1.0397 -0.3204 0.02 -0.02 0.04
S -2.5121 -0.6372 -0.1759 -0.07 0.02 0.02
N -3.1713 1.7274 0.8003 0.00 -0.01 -0.01
C -3.3761 3.1694 0.8851 -0.01 0.01 -0.02
C -2.0791 3.9496 0.7057 0.01 -0.01 0.04
C -2.2892 5.4568 0.7439 -0.02 0.00 -0.03
C -0.9739 6.2096 0.5876 0.01 0.00 0.02
H -7.0320 0.7265 -2.7725 0.00 0.00 0.00
H -6.1057 2.1696 -2.3689 0.00 0.00 0.00
H -5.5911 0.5872 -1.7766 0.00 0.00 0.00
H -5.7387 1.3220 -4.7496 0.00 0.00 0.00
H -5.0677 -0.1501 -4.0880 0.00 0.00 0.00
H -3.9039 2.6582 -3.7543 -0.01 0.00 0.00
H -3.3246 1.4167 -4.8328 0.00 -0.01 0.00
H -1.8248 1.2493 -3.0451 0.00 -0.01 0.00
H -2.9734 -0.0479 -2.7056 0.01 -0.01 0.00
H -3.2903 2.6208 -1.4927 -0.01 0.00 0.00
H -2.9827 1.2140 1.6456 0.01 0.01 0.00
H -3.8203 3.3722 1.8596 0.01 0.00 0.01
H -4.1295 3.4685 0.1491 0.00 0.00 0.00
H -1.5927 3.6686 -0.2313 0.01 -0.01 -0.01
H -1.3842 3.6504 1.4978 0.00 0.01 -0.01
H -2.7776 5.7418 1.6814 0.01 0.00 0.01
H -2.9766 5.7453 -0.0589 0.00 0.01 0.01
H -0.2884 5.9625 1.4004 0.00 0.00 0.00
H -1.1293 7.2885 0.5969 0.00 0.00 -0.01
H -0.4799 5.9364 -0.3453 0.00 0.00 0.00
C -0.5892 -6.3350 -0.4858 -0.01 0.00 -0.02
C -0.4637 -4.9259 0.1001 0.01 0.05 0.08
C -1.8789 -4.4247 0.4236 0.00 0.00 0.02
C 0.3629 -4.9637 1.3927 -0.02 -0.03 -0.01
Si 0.3157 -3.6625 -1.0716 -0.01 -0.04 -0.01
O -0.0077 -2.1842 -0.4543 0.01 0.03 -0.10
C -0.4873 -3.7584 -2.7751 0.00 0.02 -0.01
C -0.2109 -4.8192 -3.6421 0.04 0.00 -0.01
C -0.7843 -4.8915 -4.9032 0.00 -0.01 0.00
C -1.6474 -3.8923 -5.3330 0.00 0.01 0.00
C -1.9312 -2.8257 -4.4934 0.00 -0.01 0.00
C -1.3571 -2.7669 -3.2298 -0.06 0.00 0.02
C 2.1614 -3.8788 -1.3147 0.00 0.00 -0.01
C 2.7995 -5.1208 -1.3336 0.01 0.01 0.00
C 4.1642 -5.2290 -1.5645 0.00 0.00 0.00
C 4.9242 -4.0885 -1.7766 0.00 0.00 0.00
C 4.3124 -2.8435 -1.7600 0.01 -0.01 0.00
C 2.9475 -2.7465 -1.5384 0.00 0.00 0.01
H -1.0797 -6.9880 0.2447 0.00 0.00 0.00
H 0.3758 -6.7861 -0.7198 0.01 0.00 -0.01
H -1.1971 -6.3430 -1.3934 0.02 0.01 0.00
H -2.3702 -5.1237 1.1095 0.00 -0.01 -0.01
H -2.4973 -4.3509 -0.4759 0.00 0.01 0.00
H -1.8575 -3.4452 0.9040 0.00 0.00 0.00
H -0.1215 -5.6181 2.1265 0.00 0.01 0.01
H 0.4664 -3.9696 1.8324 0.00 0.01 0.00
H 1.3712 -5.3437 1.2171 0.00 -0.01 0.00
H 0.4787 -5.5998 -3.3366 0.00 0.01 0.01
H -0.5516 -5.7238 -5.5557 0.00 0.00 0.00
H -2.0918 -3.9444 -6.3190 0.00 0.00 0.00
H -2.6011 -2.0399 -4.8242 0.00 0.00 0.00
H -1.6013 -1.9367 -2.5768 0.01 0.01 0.01
H 2.2349 -6.0277 -1.1564 -0.01 -0.01 0.00
H 4.6348 -6.2045 -1.5691 0.00 0.00 0.00
H 5.9907 -4.1689 -1.9454 0.00 0.00 0.00
H 4.8997 -1.9450 -1.8996 0.00 0.00 0.00
H 2.4931 -1.7627 -1.5135 -0.01 -0.01 0.00
```
Positions in Å, forces in eV/Å.

## Properties
Multiplicity ... 5
⟨S²⟩ ... 6.043
HOMO level (spin up / spin down) ... -8.6 / -8.6 eV
DFT total energy ... -111618.189 eV
Orbital gap (spin up / spin down) ... 7.725 / 8.315 eV
Energy relative to the best compared isomer or geometry (same formula, charge and spin) ... 2.4 kcal per mole
Total charge ... 0

***

[2]
Computed, not measured: a structure of composition C19H29FMnN4, with ωB97M-V with the def2-TZVPD basis set.

Structure (XYZ):
```
54
Properties=species:S:1:pos:R:3:forces:R:3
Mn -0.3832 0.9208 -0.3491 -0.39 -0.52 2.49
N -2.1597 -0.2825 -0.6622 0.38 0.00 -0.50
C -2.6832 -0.8446 0.5962 -0.11 -0.03 -0.05
C -1.5363 -1.1313 1.5379 -0.01 -0.02 0.09
N -0.7580 0.0867 1.7672 0.22 -0.13 -0.21
C -1.4548 1.0663 2.6047 -0.04 -0.06 0.10
C -1.3583 2.4730 2.0427 -0.13 0.17 0.01
N -1.5559 2.4414 0.5912 0.16 0.08 -0.41
C 0.5794 -0.2344 2.2858 -0.03 0.05 0.05
C 1.4780 0.9800 2.1787 0.09 0.01 -0.04
N 1.4232 1.5028 0.8006 0.05 0.17 -0.41
H -2.8858 0.1999 -1.1788 -0.03 -0.03 -0.04
H -1.8259 -1.0239 -1.2713 -0.08 -0.05 0.02
H -3.2562 -1.7614 0.4395 -0.02 0.00 -0.07
H -3.3707 -0.1101 1.0211 -0.01 -0.02 0.03
H -0.8701 -1.8600 1.0767 -0.02 -0.01 0.03
H -1.9108 -1.5744 2.4714 -0.02 0.07 0.02
H -1.0609 1.0579 3.6279 -0.03 -0.04 0.00
H -2.5073 0.7867 2.6821 0.00 0.00 -0.02
H -0.3770 2.9023 2.2262 0.01 0.01 -0.02
H -2.0885 3.1103 2.5505 0.01 0.04 0.00
H -1.2707 3.3170 0.1675 -0.12 0.04 0.05
H -2.5334 2.3128 0.3527 -0.04 0.04 0.06
H 0.9846 -1.0170 1.6475 0.01 -0.05 0.02
H 0.5411 -0.5931 3.3239 -0.07 0.06 0.01
H 2.4886 0.6911 2.4765 0.04 0.05 -0.04
H 1.1653 1.7713 2.8603 0.01 -0.04 0.06
H 2.0539 0.9734 0.2090 0.06 -0.03 0.01
H 1.7111 2.4739 0.7535 0.04 0.00 0.01
C 1.1754 3.2843 -4.2444 0.00 -0.01 -0.01
C 1.0717 1.8979 -4.2595 -0.03 -0.02 0.05
C 0.5191 1.2253 -3.1752 -0.03 0.26 -0.28
C 0.0474 1.8957 -2.0335 0.27 -0.24 -0.12
C 0.1634 3.2909 -2.0645 -0.05 0.05 -0.17
C 0.7117 3.9843 -3.1417 -0.05 0.01 0.05
H 1.6136 3.8121 -5.0826 -0.01 -0.01 0.00
H 1.4340 1.3382 -5.1144 -0.01 0.01 -0.01
H 0.4662 0.1430 -3.2243 0.06 -0.02 0.03
H -0.1930 3.8871 -1.2232 0.13 0.07 -0.05
H 0.7771 5.0664 -3.1171 0.01 0.00 -0.01
F 0.9583 -6.5700 0.7582 0.00 0.01 0.00
C 1.0145 -5.2579 0.3817 0.04 -0.02 0.02
C -0.0935 -4.6527 -0.1607 -0.07 0.14 -0.02
C -0.0266 -3.3161 -0.5415 -0.07 -0.08 -0.10
C 1.1465 -2.5282 -0.4031 0.10 0.09 0.00
C 1.2411 -1.1631 -0.7604 -0.19 0.16 0.59
C 2.2540 -3.2229 0.1618 0.01 -0.03 0.08
C 2.1920 -4.5504 0.5409 0.07 0.05 0.01
H -1.0031 -5.2258 -0.2942 0.00 0.01 -0.02
H -0.9042 -2.8816 -1.0145 0.03 -0.04 -0.03
H 2.2000 -0.6669 -0.8148 0.08 -0.14 -0.24
H 0.4087 -0.6903 -1.2518 -0.25 -0.02 -0.99
H 3.1892 -2.6869 0.2871 0.00 -0.01 0.00
H 3.0579 -5.0475 0.9616 0.00 0.01 -0.01
```
Positions in Å, forces in eV/Å.

## Properties
Multiplicity ... 2
⟨S²⟩ ... 0.863
HOMO level (spin up / spin down) ... -5.3 / -5.2 eV
DFT total energy ... -60168.453 eV
Orbital gap (spin up / spin down) ... 5.238 / 5.186 eV
Total charge ... 0

***

[3]
Computed, not measured: an isolated molecule of C5H13NO2, with ωB97M-V with the def2-TZVPD basis set.

Structure (XYZ):
```
21
Properties=species:S:1:pos:R:3:forces:R:3
C 1.7192 1.2943 -0.2453 1.26 0.61 -6.33
C 0.8784 0.3182 0.3471 -3.28 0.19 4.36
C 1.3660 -1.0192 0.6834 0.76 -5.08 1.70
N 1.6046 -1.7753 -0.5462 -0.06 2.93 -4.73
O -0.3805 -0.1630 -0.2828 0.92 1.96 -0.92
C -1.5201 0.6884 -0.4171 3.52 4.50 1.42
C -2.5505 0.1043 0.3629 -1.40 0.36 1.81
O -2.8043 -1.0741 -0.2965 2.88 -4.85 1.62
H 2.1462 0.6833 -1.2146 -0.35 2.37 1.82
H 2.4700 1.8571 0.2488 1.23 -0.89 1.43
H 1.2437 2.2328 -0.6038 -0.77 -0.99 -0.45
H 0.6090 0.7532 1.3203 -0.62 0.00 0.13
H 0.3668 -1.5021 1.0311 2.29 0.48 0.81
H 2.4322 -1.3805 1.3975 -3.52 1.97 -1.80
H 2.2080 -1.0041 -0.9929 0.35 -2.29 0.20
H 0.8014 -1.5077 -1.3624 1.82 -1.37 3.36
H -1.8625 0.6696 -1.4285 0.11 0.51 -0.88
H -1.2815 1.8249 0.0124 -0.35 -2.62 -1.41
H -3.3534 0.8295 0.5114 -0.73 -0.49 -0.58
H -2.2549 -0.1761 1.3543 0.50 0.52 0.97
H -1.8376 -1.6536 0.1208 -4.55 2.19 -2.55
```
Positions in Å, forces in eV/Å.

## Properties
HOMO level ... -9.7 eV
DFT total energy ... -10974.993 eV
Orbital gap ... 10.485 eV
Energy relative to the best compared isomer or geometry (same formula, charge and spin) ... 158.8 kcal per mole
Total charge ... 0